A cluster of 2 separate species, N3O4 in total in a non-equilibrium geometry, computed with the ωB97M-V functional and the def2-TZVPD basis.

The geometry in XYZ format:
```
7
Properties=species:S:1:pos:R:3:forces:R:3
N -0.92967 -0.48893 -0.66440 2.45 -0.61 -3.62
N 1.27059 0.31655 -0.12208 0.87 -0.61 2.09
N -1.65938 -0.41826 0.12546 -4.01 0.35 3.75
O 1.27492 -0.56601 0.78549 -0.17 0.18 0.08
O 1.74060 0.06575 -1.19841 1.17 -0.82 -2.65
O 0.82218 1.43366 0.10072 -0.94 1.54 0.70
O -2.51924 -0.34276 0.97322 0.64 -0.03 -0.35
```
Positions in Å, forces in eV/Å.

- HOMO-LUMO gap: 8.279 eV
- Total charge: -1
- DFT total energy: -465.11215 a.u.
- Energy above the lowest of the compared OMol25 structures with the same formula, charge and spin: 24.0 kJ/mol

Atomic partial charges in e from the Löwdin method, atoms 1 to 2: 0.28 -0.75



A structure of composition C29H39IrN3O7P3S3Si, computed with the ωB97M-V functional and the def2-TZVPD basis.

The geometry in XYZ format:
```
86
Properties=species:S:1:pos:R:3:forces:R:3
Ir -1.08274 0.37356 -0.25802 -0.75 0.14 -0.20
N 1.81516 2.67614 -3.94219 -0.20 0.12 0.04
C 0.79501 1.54735 -3.89515 -0.06 -0.06 0.11
C 0.41257 1.19120 -5.32317 -0.07 0.06 -0.02
P 1.70384 0.14517 -3.08703 0.00 0.11 0.04
O 2.22546 0.95964 -1.77696 0.23 -0.24 -0.12
O 2.88319 -0.07644 -3.96044 0.01 0.05 0.02
O 0.70228 -0.89957 -2.73880 0.42 -0.08 -0.22
P -0.59698 2.35060 -2.95959 -0.05 0.38 -0.14
O -1.86940 1.60769 -3.63368 -0.02 0.03 0.00
O -0.52589 3.78499 -3.39276 0.05 -0.17 0.01
O -0.53990 2.08326 -1.48240 0.01 -0.36 -0.09
H 2.40530 2.58766 -4.76514 0.05 -0.06 0.02
H 2.39692 2.60184 -3.10052 -0.01 0.00 0.03
H 1.25140 3.55573 -3.91600 0.09 -0.09 -0.07
H 1.29969 0.84502 -5.85772 0.01 0.01 -0.02
H -0.04508 2.03715 -5.84273 0.01 0.00 0.00
H -0.30915 0.37747 -5.30913 0.01 0.00 0.01
H 1.54938 1.00848 -1.07651 -0.17 0.14 0.11
H -2.65129 2.17813 -3.60070 -0.06 0.01 0.03
C -1.20387 -4.15837 1.24202 -0.03 -0.01 0.00
Si -0.65970 -2.35412 1.46329 0.01 -0.03 -0.06
C -0.42318 -1.99124 3.28976 -0.02 0.02 0.00
C 0.96575 -2.33596 0.52218 -0.02 0.15 0.03
N -1.81246 -1.21519 0.80773 -0.02 0.04 0.08
C -3.14139 -1.20658 1.15945 0.00 -0.06 0.00
C -3.70408 -2.15809 2.04386 -0.01 -0.03 0.07
C -5.04691 -2.21195 2.36702 0.02 0.02 -0.03
C -5.94178 -1.29119 1.84318 0.01 0.01 -0.01
C -5.43614 -0.31192 1.00236 0.00 0.07 0.00
C -4.09506 -0.27494 0.67052 -0.01 -0.13 -0.06
O -3.61039 0.77936 -0.10070 -0.01 0.13 0.07
C -4.30796 1.34371 -1.12198 -0.02 -0.07 -0.11
C -5.07856 0.60527 -2.01454 0.00 -0.01 0.04
C -5.64595 1.24326 -3.10824 0.00 0.00 0.01
C -5.45253 2.60332 -3.31531 0.00 -0.01 -0.01
C -4.68641 3.33102 -2.41089 0.06 0.00 -0.01
C -4.11310 2.70764 -1.31256 0.06 -0.03 -0.03
H -0.40850 -4.79445 1.64383 0.00 0.00 -0.01
H -1.27937 -4.37949 0.17299 0.00 0.00 0.00
H -2.13947 -4.46103 1.71019 0.03 -0.01 -0.01
H 0.39892 -2.55039 3.73744 0.04 -0.07 -0.01
H -1.32247 -2.21811 3.86613 -0.03 0.02 0.00
H -0.21603 -0.92448 3.40633 0.03 0.00 0.00
H 1.33450 -3.35954 0.40947 0.01 0.01 0.02
H 1.72801 -1.76029 1.04908 0.02 0.04 0.04
H 0.86324 -1.89858 -0.47395 -0.01 -0.06 0.00
H -3.04963 -2.88188 2.50170 0.01 0.04 0.02
H -5.38899 -2.98069 3.04984 0.00 0.00 0.00
H -6.99301 -1.31139 2.09647 0.00 0.00 0.00
H -6.08674 0.45580 0.60067 0.00 0.00 -0.01
H -5.22289 -0.45439 -1.84661 0.00 0.00 -0.01
H -6.23992 0.66902 -3.80823 0.00 -0.01 0.00
H -5.89465 3.09250 -4.17328 0.00 0.00 0.00
H -4.51950 4.38952 -2.56698 0.00 -0.01 0.01
H -3.47827 3.23983 -0.61506 0.00 0.00 0.00
N -1.82202 -0.77444 -1.93355 0.12 0.03 0.16
H -2.41394 -1.53553 -1.62296 -0.02 0.00 0.04
H -0.92566 -1.12383 -2.30271 0.04 -0.03 -0.12
H -2.25672 -0.22063 -2.66327 -0.08 -0.02 0.01
S 2.79181 0.33624 5.53899 -0.05 -0.01 -0.09
P 2.95954 0.03087 3.61140 0.21 -0.01 0.06
S 0.64538 1.05317 1.11174 0.05 -0.21 0.24
C 4.00544 -1.42202 3.23907 -0.03 0.05 -0.01
C 3.49910 -2.68980 3.51487 -0.01 0.00 0.00
C 4.26716 -3.81975 3.28698 0.00 0.00 0.00
C 5.55187 -3.69565 2.77617 0.00 0.00 0.00
C 6.06413 -2.43666 2.50091 0.00 0.01 0.00
C 5.29664 -1.30344 2.73018 -0.01 0.00 -0.04
C 3.72380 1.39626 2.69609 -0.03 -0.03 -0.02
C 4.10626 2.57325 3.32974 0.00 0.01 0.00
C 4.64808 3.61389 2.58809 -0.01 0.00 0.01
C 4.80301 3.48589 1.21503 0.00 -0.01 -0.01
C 4.40859 2.31728 0.57549 0.00 0.02 0.01
C 3.86498 1.27926 1.31263 0.01 -0.04 -0.01
H 2.49890 -2.79005 3.91206 -0.04 0.01 0.02
H 3.85784 -4.79890 3.50107 0.00 0.00 0.00
H 6.15046 -4.57846 2.59003 0.00 0.00 0.00
H 7.06616 -2.33201 2.10417 0.00 0.00 0.00
H 5.70636 -0.32652 2.51152 0.00 0.01 0.00
H 3.97571 2.66364 4.40063 0.00 0.00 0.00
H 4.94681 4.52800 3.08584 0.00 0.00 0.00
H 5.22089 4.30245 0.63916 0.00 0.00 0.00
H 4.49616 2.21461 -0.49829 0.00 -0.02 0.01
H 3.53967 0.37780 0.80516 0.01 0.01 -0.01
S -1.18765 1.76399 1.57520 0.22 0.21 0.20
```
Positions in Å, forces in eV/Å.

- HOMO-LUMO gap (alpha / beta): 6.400 / 4.870 eV
- Total charge: -1
- Expectation value of S²: 0.758
- DFT total energy: -4432.28838 a.u.
- Energy above the lowest of the compared OMol25 structures with the same formula, charge and spin: 172.7 kJ/mol
- Spin multiplicity: 2

Atomic partial charges in e from the Löwdin method, atoms 1 to 2: 0.76 0.16



A cluster of 2 separate species, C6H12N2 in total in a non-equilibrium geometry, computed with the ωB97M-V functional and the def2-TZVPD basis.

The geometry in XYZ format:
```
20
Properties=species:S:1:pos:R:3:forces:R:3
C -1.68516 0.66116 0.47307 0.55 -0.35 -0.24
C -0.92939 -0.73678 -1.40250 0.09 0.18 0.60
C 0.87494 1.51119 -0.77656 1.67 0.76 0.88
N -0.55729 0.00104 -0.19106 -0.54 -0.99 0.22
C 0.37752 -0.64324 0.67916 -0.98 -0.35 0.52
C 1.64415 0.10379 0.66980 -0.06 -0.40 -1.88
C 0.08852 -1.66080 1.49440 0.12 0.49 -0.11
N 2.78327 -0.44419 0.77141 -0.83 1.02 0.61
H 3.53711 0.24811 0.75324 0.00 -0.09 -0.32
H -2.21424 1.29217 -0.24469 0.03 -0.03 0.02
H -2.37056 -0.08924 0.87842 -0.17 0.07 0.05
H -1.30604 1.27453 1.29038 -0.01 0.01 -0.04
H -1.31065 -0.03066 -2.14412 -0.04 0.02 0.04
H -1.69889 -1.48179 -1.18204 -0.04 -0.10 -0.17
H -0.04740 -1.22560 -1.81439 -0.03 -0.03 0.07
H 1.61914 1.12191 -1.46200 0.24 0.23 0.05
H 1.21276 2.34516 -0.17569 0.48 0.22 -0.33
H 0.02632 1.86695 -1.35899 -0.50 -0.53 0.29
H 0.87319 -2.06631 2.12227 -0.03 -0.03 -0.05
H -0.91733 -2.04741 1.61989 0.06 -0.09 -0.18
```
Positions in Å, forces in eV/Å.

- HOMO-LUMO gap (alpha / beta): 7.601 / 7.601 eV
- DFT total energy: -345.12854 a.u.
- Energy above the lowest of the compared OMol25 structures with the same formula, charge and spin: 523.3 kJ/mol

Atomic partial charges in e from the Löwdin method, atoms 1 to 2: -0.06 -0.06



An isolated molecule of C20H18N4O5 in a non-equilibrium geometry, computed with the ωB97M-V functional and the def2-TZVPD basis.

The geometry in XYZ format:
```
47
Properties=species:S:1:pos:R:3:forces:R:3
N 9.22094 -4.98480 0.21863 -1.51 0.97 0.38
O -4.43662 4.50774 0.53035 -0.05 -0.16 -0.60
O -3.45919 1.41581 3.18017 0.44 -1.07 -2.04
C 8.20650 -4.43263 0.36579 1.06 -0.96 -0.43
O -4.95138 1.30428 -2.91558 0.18 0.57 0.87
O -2.19658 3.31386 1.52411 0.07 -1.40 -0.14
O -0.80829 -0.10223 0.40926 0.36 0.04 -0.36
C -4.94625 3.79755 -0.33917 0.10 0.20 0.82
C -3.18936 1.10215 2.01039 -0.28 2.67 3.11
C -6.48536 2.73662 -1.60721 0.19 -1.62 -1.14
C -5.26115 2.23923 -1.94614 -1.73 0.07 -0.55
C 5.73998 -4.62561 0.51386 -0.72 0.01 0.92
C 6.73508 -2.47810 0.37659 -0.48 2.64 -0.32
C 1.49301 -0.27249 -0.48842 1.25 0.14 -0.45
C 0.70403 -1.72899 1.23832 0.67 -0.84 0.32
C 4.46881 -4.03518 0.60772 1.47 0.44 -0.76
C 5.46295 -1.85907 0.38890 0.67 -0.88 0.20
C 2.76814 -0.87175 -0.42172 -0.76 -1.08 0.71
C 1.94827 -2.41979 1.27825 -1.00 1.29 -0.76
C 6.88976 -3.83266 0.44491 0.08 -0.82 -0.15
C 0.46053 -0.67642 0.36328 -0.13 0.40 -0.23
C 4.30086 -2.63602 0.49627 1.26 -0.38 -0.15
C 2.99663 -1.98881 0.43886 -1.16 0.89 0.04
N -6.28127 3.67650 -0.60774 0.17 0.14 0.00
N -4.30777 2.90545 -1.19738 1.39 0.01 -0.61
N -2.65272 2.02258 1.13299 -1.17 -0.33 -0.51
C -1.02410 1.07866 -0.39069 0.87 -0.42 -0.90
C -2.83039 2.71001 -1.27925 -0.63 -1.04 1.21
C -2.45394 1.57702 -0.25158 0.74 0.44 -0.04
H -5.75699 0.81079 -3.14964 0.39 0.37 0.23
H -2.93831 3.97762 1.54101 -0.13 -1.23 -0.52
H -3.38048 0.09307 1.61888 0.18 0.28 -0.35
H -7.43916 2.37656 -2.02615 0.58 0.66 0.59
H 5.83134 -5.70918 0.61721 -0.02 0.35 -0.24
H 7.58156 -1.78264 0.25454 -0.23 -0.71 0.21
H 1.43363 0.50194 -1.25801 -0.50 -0.11 0.51
H -0.11062 -2.01385 1.89800 0.16 -0.06 -0.02
H 3.63994 -4.69705 0.61058 -0.79 -0.31 0.18
H 5.40816 -0.76912 0.35172 -0.03 -0.39 -0.04
H 3.56534 -0.52713 -1.09257 -0.43 -0.18 0.31
H 2.08624 -3.25193 1.97042 -0.03 0.29 -0.20
H -6.99133 4.16056 -0.08159 0.24 -0.06 -0.05
H -0.30369 1.83296 -0.07208 -0.02 0.20 -0.07
H -0.84446 0.82455 -1.45771 0.03 0.13 0.43
H -2.30964 3.63505 -1.04824 -0.26 0.11 0.28
H -2.50661 2.41583 -2.27499 -0.46 -0.11 -0.13
H -3.07603 0.67907 -0.47518 0.00 0.80 0.45
```
Positions in Å, forces in eV/Å.

- HOMO-LUMO gap: 8.413 eV
- DFT total energy: -1368.09791 a.u.
- Energy above the lowest of the compared OMol25 structures with the same formula, charge and spin: 108.1 kJ/mol

Atomic partial charges in e from the Löwdin method, atoms 1 to 2: 0.15 0.03



A structure of composition C29H32Cl2FFeN7O2Si, computed with the ωB97M-V functional and the def2-TZVPD basis.

The geometry in XYZ format:
```
75
Properties=species:S:1:pos:R:3:forces:R:3
Fe 0.52244 -0.03791 0.39829 0.25 0.06 0.23
Cl -6.11567 -2.13580 1.53893 -0.01 -0.01 0.00
C -4.54966 -1.51266 1.80123 0.03 0.03 -0.01
C -4.00828 -0.64540 0.88480 -0.04 -0.01 0.02
C -2.72920 -0.11449 1.07390 0.01 0.06 0.02
N -2.30683 0.94679 0.33397 -0.07 -0.05 -0.04
C -2.25478 0.95912 -0.94651 0.13 0.04 0.02
O -2.29855 2.08093 -1.60426 -0.06 0.13 0.04
C -1.94334 -0.30761 -1.67710 -0.01 -0.07 -0.02
C -2.76715 -0.87512 -2.62818 -0.02 0.02 0.01
C -2.34633 -2.04387 -3.24887 -0.02 -0.02 -0.02
C -1.10196 -2.55331 -2.93179 0.01 0.00 0.01
C -0.34314 -1.91751 -1.95939 -0.02 0.04 0.03
N -0.77168 -0.83940 -1.30287 0.00 -0.01 -0.02
C -1.93018 -0.56634 2.19664 0.04 -0.11 0.00
C -2.55670 -1.38377 3.17753 -0.01 -0.08 -0.02
C -3.81857 -1.85791 2.97954 0.01 0.00 0.00
Cl -4.52174 -2.90067 4.14203 0.00 0.00 0.00
N -0.64925 -0.18377 2.19043 -0.12 0.14 -0.14
C 0.08417 -0.10632 3.37427 0.06 0.03 0.01
O -0.21044 -0.57893 4.44671 -0.03 0.04 0.02
C 1.32079 0.73249 3.21651 0.04 -0.03 0.00
C 2.06337 1.06187 4.33566 -0.01 0.00 0.01
C 3.18903 1.85136 4.16728 0.00 0.00 0.00
C 3.52219 2.27286 2.89099 0.01 -0.01 0.01
C 2.72578 1.88374 1.82593 -0.02 -0.02 -0.01
N 1.64019 1.12587 1.98038 -0.04 0.03 0.05
H -4.60944 -0.30890 0.05154 0.00 0.00 0.00
H -3.72504 -0.42682 -2.85831 0.00 0.00 0.00
H -2.97740 -2.53520 -3.97771 0.00 0.00 0.00
H -0.71726 -3.44008 -3.41493 0.01 0.00 0.00
H 0.63962 -2.26564 -1.67955 0.01 -0.02 -0.02
H -2.00029 -1.68289 4.04959 -0.01 0.01 -0.01
H 1.74779 0.69651 5.30205 0.00 0.00 0.00
H 3.79611 2.13217 5.01733 0.00 0.00 0.00
H 4.38884 2.89304 2.71171 0.00 0.00 0.00
H 2.97042 2.18846 0.81855 0.00 -0.01 -0.02
C 2.14764 -2.42153 2.33770 -0.03 -0.06 0.00
Si 2.64141 -2.49040 0.53158 0.01 -0.05 0.01
C 4.45901 -2.94329 0.50016 0.00 0.01 0.06
C 1.71417 -3.96682 -0.17523 0.05 -0.06 -0.02
N 2.17868 -0.99157 -0.22533 -0.14 0.12 -0.02
C 2.93531 -0.22157 -1.08990 -0.02 -0.07 -0.07
C 4.11814 -0.62338 -1.74068 0.01 0.02 -0.03
C 4.84463 0.22372 -2.56210 0.00 -0.02 0.02
C 4.43783 1.52929 -2.79911 -0.01 0.00 0.00
C 3.25907 1.96368 -2.21067 0.00 0.03 0.01
C 2.56387 1.08856 -1.41527 -0.01 -0.04 -0.04
F 1.35633 1.55818 -0.88784 -0.02 0.00 0.05
H 2.44584 -3.35907 2.81502 0.00 0.01 0.01
H 1.06796 -2.33544 2.48487 -0.01 0.01 -0.01
H 2.64015 -1.60926 2.87486 0.01 0.00 0.00
H 4.57939 -3.77253 1.20333 0.03 0.02 0.01
H 5.10955 -2.13230 0.83264 -0.01 0.02 -0.03
H 4.81604 -3.29757 -0.46687 -0.01 -0.01 0.00
H 2.06693 -4.85392 0.35895 -0.04 -0.02 -0.02
H 1.90641 -4.14010 -1.23755 0.03 0.03 0.00
H 0.63232 -3.91556 -0.02844 0.00 0.03 0.03
H 4.47090 -1.63187 -1.59741 -0.01 -0.01 0.01
H 5.74947 -0.14983 -3.02367 0.00 0.00 0.00
H 5.01465 2.19137 -3.42872 0.00 0.00 0.00
H 2.87231 2.96473 -2.35880 0.01 0.00 0.00
N -2.47373 2.03645 -4.26791 0.04 0.08 -0.04
C -1.31498 2.05062 -5.19606 -0.02 -0.01 0.06
C -0.38946 0.89511 -4.83995 -0.09 0.16 0.05
N 0.36479 1.11282 -3.61135 0.05 -0.17 -0.13
H -3.07605 2.83346 -4.45364 0.02 0.02 0.03
H -2.26694 2.02059 -2.63577 -0.03 -0.21 0.02
H -3.03303 1.21490 -4.47919 -0.02 0.02 -0.01
H -0.78536 2.99358 -5.05571 -0.01 0.01 -0.05
H -1.64370 1.99912 -6.23692 -0.01 -0.06 0.00
H 0.30614 0.69820 -5.65501 0.02 0.06 0.00
H -0.99891 -0.00952 -4.73598 0.02 -0.03 -0.04
H -0.13900 1.69769 -2.95609 0.01 0.00 0.01
H 1.24210 1.57611 -3.80818 0.03 -0.03 0.03
```
Positions in Å, forces in eV/Å.

- HOMO-LUMO gap (alpha / beta): 6.969 / 4.526 eV
- Total charge: +1
- Expectation value of S²: 8.781
- DFT total energy: -4231.40359 a.u.
- Energy above the lowest of the compared OMol25 structures with the same formula, charge and spin: 66.2 kJ/mol
- Spin multiplicity: 6

Atomic partial charges in e from the Löwdin method, atoms 1 to 2: 0.86 0.76